49
Properties=species:S:1:pos:R:3:forces:R:3 method="wB97M-V/def2-TZVPD" charge=0 total_energy_ha=-1676.07654 smiles="NS(=O)(=O)c1ccc(CNC(=O)c2cc(-c3ccccc3)nc3ccccc23)cc1" orbital_gap_ev=8.397 multiplicity=1 de_lowest_kj_mol=3.0
C -3.286853 4.392848 -1.217014 0.01 0.13 -0.05
O 7.363472 0.563439 1.086056 -0.29 -0.20 0.11
C 5.009213 0.107925 -0.005736 0.46 0.20 0.08
H 3.956468 -3.023961 0.629205 0.01 -0.10 0.04
H 2.365520 -0.130353 -2.078745 -0.08 0.05 -0.10
N 0.656727 -2.163487 -0.667175 0.11 -0.14 0.14
C -2.961239 -4.031871 0.835044 0.25 -0.04 -0.17
H -4.204645 2.159576 1.775398 -0.03 -0.03 0.06
C -2.269805 -1.871104 0.020872 -0.22 0.34 0.17
C 3.097566 -0.402861 -1.333389 0.11 0.02 0.08
H 5.281693 3.019007 1.566696 -0.01 0.20 -0.17
C 1.940861 -2.614382 -1.166993 0.02 0.02 -0.16
H 2.135003 -3.623400 -0.793765 0.01 0.07 -0.08
N 5.436402 2.045075 1.771263 0.35 -0.40 -0.61
C 3.046618 -1.672403 -0.763256 0.06 -0.06 0.04
C -4.214907 -2.087353 1.487388 -0.02 -0.24 0.03
H -5.029805 -1.609141 2.007508 -0.08 0.06 0.05
C -1.432225 -0.996588 -0.720129 -0.38 0.45 -0.09
C -2.106482 -3.268768 0.087237 -0.06 -0.32 0.05
H 5.734299 -1.404847 1.293112 0.06 -0.12 0.10
H -2.832884 -5.103472 0.875913 0.03 -0.08 -0.02
S 6.254102 1.269144 0.514711 -0.23 0.47 0.63
N -3.620316 0.043844 0.660391 -0.19 0.53 -0.05
C -4.014410 -3.437362 1.547443 -0.16 0.21 0.10
H 4.156591 1.475442 -1.388331 -0.07 0.11 -0.13
C -3.240390 2.248816 -0.122984 -0.13 0.51 0.01
C -2.873058 0.827595 -0.081487 0.04 -0.53 0.11
H -1.118074 1.004036 -1.351620 0.05 0.05 -0.07
C -0.211739 -1.470006 -1.445587 0.07 -0.15 0.30
C -3.359703 -1.272031 0.715001 0.45 -0.47 -0.18
H -2.402769 2.647189 -2.063065 0.06 -0.05 -0.08
H -4.259303 5.976320 -0.154136 -0.02 0.08 0.00
H -1.312467 -3.734983 -0.477695 0.02 -0.06 0.01
C -3.976940 4.933851 -0.144990 -0.01 0.05 -0.04
O -0.010035 -1.239046 -2.619233 0.00 0.18 -0.29
H 1.849738 -2.637758 -2.256893 0.06 -0.12 0.17
C -1.749358 0.335219 -0.788088 0.12 -0.41 0.02
H -3.037118 5.012229 -2.066096 0.01 0.04 -0.06
H 0.497212 -2.212821 0.326805 -0.11 0.06 -0.06
C -3.949120 2.798778 0.944780 0.09 -0.07 -0.06
O 6.484454 2.230199 -0.523364 -0.38 -0.08 -0.03
C -4.310272 4.131595 0.934822 -0.03 0.05 0.02
C 3.989751 -2.037589 0.189833 -0.06 0.09 -0.13
H -4.673380 -4.060667 2.133623 -0.07 -0.02 0.06
H 5.914066 1.928361 2.650148 0.18 -0.13 0.15
C 4.081426 0.491974 -0.953280 -0.09 0.06 -0.16
C 4.978780 -1.145137 0.569246 0.12 -0.06 0.08
H -4.854535 4.548734 1.769459 -0.03 0.02 0.07
C -2.918133 3.060203 -1.208911 -0.01 -0.15 0.12